{"formula": "C3H11NOS", "method": "the ωB97M-V functional and the def2-TZVPD basis", "species": ["C", "N", "C", "C", "S", "H", "H", "H", "H", "H", "H", "H", "H", "H", "H", "H", "O"], "xyz": [[1.9065, 0.2761, 0.0812], [0.4311, 0.3523, 0.1434], [-0.1689, -0.3126, -1.0312], [-1.5093, 0.3422, -1.4863], [-2.8465, -0.8444, -0.9765], [2.1603, -0.7300, -0.2426], [2.3992, 1.0270, -0.5035], [2.3322, 0.2880, 1.0983], [0.1123, 1.3134, 0.1220], [-0.2637, -1.3774, -0.8814], [0.4890, -0.0983, -1.9024], [-1.4221, 0.4531, -2.5495], [-1.7183, 1.3060, -1.0366], [-3.1401, -0.7626, 0.3441], [-0.0136, -0.1108, 3.4896], [0.5186, -0.5035, 2.1927], [0.7331, -0.6186, 3.1385]], "nbo_charge": [-0.432, -0.651, -0.224, -0.502, -0.102, 0.200, 0.184, 0.212, 0.354, 0.212, 0.158, 0.236, 0.219, 0.145, 0.459, 0.482, -0.951], "e_homo_ev": -9.1, "gap_ev": 9.87, "spin_multiplicity": 1, "e_above_lowest_ev": 1.215, "smiles": "CNCCS.O", "charge": 0}

{"formula": "C5H14O2", "method": "the ωB97M-V functional and the def2-TZVPD basis", "species": ["C", "C", "C", "C", "C", "H", "H", "H", "H", "H", "H", "H", "H", "H", "H", "H", "H", "O", "H", "H", "O"], "xyz": [[0.3522, -1.5112, -0.9778], [0.3581, -0.0752, -0.5838], [-0.4562, 0.5052, 0.3120], [-0.8173, 1.9528, 0.3468], [1.2388, 0.8298, -1.4163], [0.1211, -1.6190, -2.0425], [1.2892, -2.0547, -0.8516], [-0.4996, -2.0342, -0.5323], [-0.9888, -0.1450, 0.9975], [-1.6924, 2.0484, 0.9911], [-1.2165, 2.3730, -0.5842], [-0.0974, 2.6715, 0.7365], [2.1719, 1.0376, -0.8857], [1.5519, 0.3634, -2.3527], [0.7731, 1.7916, -1.6290], [-1.9961, 1.0375, -1.7421], [-3.2630, 1.3700, -2.4155], [-2.7891, 0.5940, -2.0659], [2.7989, -2.4973, 3.4376], [2.1510, -1.3010, 4.0489], [2.1425, -2.2587, 4.0801]], "nbo_charge": [-0.645, 0.030, -0.218, -0.659, -0.656, 0.223, 0.215, 0.224, 0.202, 0.225, 0.192, 0.222, 0.220, 0.212, 0.215, 0.466, 0.461, -0.927, 0.465, 0.466, -0.930], "e_homo_ev": -8.9, "gap_ev": 9.60, "spin_multiplicity": 1, "e_above_lowest_ev": 0.861, "smiles": "CC=C(C)C.O.O", "charge": 0}

{"formula": "C33H27F6N4O5PS4Zr", "method": "the ωB97M-V functional and the def2-TZVPD basis", "species": ["Zr", "S", "C", "N", "C", "C", "C", "C", "C", "C", "S", "H", "H", "H", "H", "N", "C", "C", "C", "C", "C", "C", "P", "C", "C", "C", "C", "C", "C", "C", "C", "C", "C", "C", "C", "H", "H", "H", "H", "H", "H", "H", "H", "H", "H", "H", "H", "H", "H", "H", "H", "O", "C", "C", "C", "C", "C", "C", "N", "H", "H", "H", "H", "H", "H", "H", "F", "C", "F", "F", "S", "O", "O", "N", "S", "O", "O", "C", "F", "F", "F"], "xyz": [[-0.3414, -0.6074, -0.5198], [-0.1671, -1.8646, 2.0272], [-1.8288, -1.4637, 1.8016], [-2.1991, -0.8629, 0.6345], [-3.6272, -0.6446, 0.5645], [-4.3870, -0.0489, -0.4544], [-5.7563, 0.1322, -0.2675], [-6.3804, -0.3336, 0.8866], [-5.6317, -0.9537, 1.8935], [-4.2450, -1.0927, 1.7533], [-3.1187, -1.8362, 2.9196], [-3.9205, 0.2331, -1.3860], [-6.3534, 0.6504, -1.0262], [-7.4749, -0.2318, 1.0148], [-6.0977, -1.2953, 2.8165], [-1.3957, 1.6376, -0.3522], [-0.6808, 2.8366, 0.0779], [-1.1862, 4.1038, -0.1467], [-0.4824, 5.2102, 0.3303], [0.6999, 5.0423, 1.0462], [1.2194, 3.7752, 1.2588], [0.5632, 2.6708, 0.7221], [1.3735, 1.0704, 0.9863], [1.4080, 1.0126, 2.7880], [2.6020, 1.0192, 3.5025], [2.5560, 1.0702, 4.8933], [1.3552, 1.1449, 5.5674], [0.1551, 1.1214, 4.8676], [0.1910, 1.0926, 3.4794], [3.0971, 1.0519, 0.4559], [3.6219, 2.1380, -0.2498], [4.9769, 2.1464, -0.5612], [5.7784, 1.0608, -0.2795], [5.2461, -0.0486, 0.3586], [3.9118, -0.0566, 0.7197], [-1.7611, 1.7933, -1.2900], [-2.2178, 1.4447, 0.2284], [-2.0945, 4.2552, -0.7338], [-0.8922, 6.2149, 0.1509], [1.2253, 5.9173, 1.4294], [2.1533, 3.6280, 1.8123], [3.5759, 0.9953, 2.9875], [3.4798, 1.0546, 5.4707], [1.3393, 1.2032, 6.6614], [-0.7954, 1.1444, 5.4174], [-0.7410, 1.1505, 2.9170], [2.9624, 2.9540, -0.5747], [5.4009, 3.0491, -1.0154], [6.8339, 1.0750, -0.5457], [5.8793, -0.9016, 0.5989], [3.5008, -0.8977, 1.2880], [1.5889, -1.8166, -0.4445], [1.5952, -3.2601, -0.4100], [0.2122, -3.7718, -0.6668], [-0.0692, -5.1318, -0.6451], [-1.3730, -5.5737, -0.8597], [-2.3919, -4.6530, -1.0797], [-2.0699, -3.3144, -1.0570], [-0.7907, -2.8842, -0.8613], [2.2754, -1.4357, -1.0294], [1.9663, -3.5721, 0.5623], [2.3122, -3.6560, -1.1670], [0.7147, -5.8637, -0.4940], [-1.5974, -6.6375, -0.8118], [-3.4238, -4.9694, -1.2493], [-2.8304, -2.5746, -1.2634], [-2.7351, -2.3646, -3.9734], [-1.4183, -2.1972, -4.2148], [-1.2006, -2.1166, -5.5446], [-0.7391, -3.2839, -3.8031], [-0.8781, -0.5210, -3.3371], [0.3265, -1.0580, -2.6221], [-1.8138, -0.2975, -2.1661], [-0.5675, 0.6676, -4.2742], [1.0878, 0.7113, -4.6183], [1.1958, 1.8683, -5.4700], [1.5906, -0.5565, -5.0883], [1.7818, 1.2038, -2.8950], [0.7900, 1.5611, -1.9662], [2.6067, 0.2041, -2.4452], [2.5249, 2.3337, -3.0297]], "lowdin_charge": [1.660, 0.692, -1.059, -0.213, -0.282, -0.037, -0.057, -0.055, -0.061, -0.429, 1.095, 0.090, 0.124, 0.131, 0.120, 0.003, -0.287, -0.008, -0.033, -0.039, -0.073, -0.320, 1.035, -0.396, -0.067, -0.057, -0.059, -0.054, -0.131, -0.386, -0.096, -0.048, -0.047, -0.053, -0.127, 0.095, 0.099, 0.130, 0.130, 0.125, 0.128, 0.112, 0.120, 0.125, 0.123, 0.098, 0.110, 0.129, 0.125, 0.123, 0.118, -0.275, -0.122, -0.258, 0.024, 0.003, -0.009, -0.107, -0.038, 0.102, 0.134, 0.169, 0.136, 0.132, 0.134, 0.108, 0.140, -0.541, 0.160, 0.161, 0.742, -0.479, -0.443, -0.252, 0.699, -0.225, -0.234, -0.494, 0.024, 0.101, 0.141], "e_homo_ev": -13.5, "gap_ev": 7.25, "spin_multiplicity": 1, "e_above_lowest_ev": 0.000, "charge": 2}

{"formula": "C6H10NO", "method": "the ωB97M-V functional and the def2-TZVPD basis", "species": ["C", "C", "C", "C", "C", "C", "N", "O", "H", "H", "H", "H", "H", "H", "H", "H", "H", "H"], "xyz": [[-3.7904, 0.4446, 0.2395], [-2.6207, 0.2195, 0.1239], [-1.2530, -0.3377, -0.3806], [0.7207, 1.5901, -0.0936], [2.6269, -0.5969, 0.2094], [0.4075, 0.1669, -0.0792], [1.2480, -0.7870, 0.0523], [-1.1733, -1.7451, -0.1445], [-4.7826, 0.7614, 0.4715], [-1.3283, -0.1941, -1.5139], [0.3518, 2.0049, 0.7997], [0.2017, 1.9866, -0.8866], [1.8441, 1.7846, -0.0177], [2.9653, 0.3091, -0.4474], [2.7565, -0.0843, 1.1845], [3.0623, -1.6182, 0.0380], [0.6974, -1.7684, 0.1329], [-1.9337, -2.1358, 0.3119]], "nbo_charge": [-0.104, -0.128, 0.044, -0.714, -0.448, 0.494, -0.467, -0.737, 0.262, 0.237, 0.285, 0.269, 0.247, 0.240, 0.240, 0.263, 0.488, 0.528], "e_homo_ev": -14.3, "gap_ev": 10.33, "spin_multiplicity": 1, "e_above_lowest_ev": 3.398, "smiles": "C#C[C@H](O)/C(C)=[NH+]/C", "charge": 1}

{"formula": "C3H4N2O2", "method": "the ωB97M-V functional and the def2-TZVPD basis", "species": ["C", "C", "C", "H", "H", "H", "H", "N", "N", "O", "O"], "xyz": [[0.1479, 0.6357, -0.5389], [-0.5070, 0.2148, 0.7434], [-0.1208, -1.3080, 0.6412], [-0.9788, 1.8792, -1.0160], [-1.6616, 0.0776, 0.6776], [-0.1663, 0.6695, 1.7105], [1.9410, -0.0779, -1.4012], [0.0516, 1.5598, -1.3759], [1.2758, -0.0708, -0.3854], [-0.7562, -2.0654, 1.2864], [0.7743, -1.5145, -0.3416]], "nbo_charge": [0.340, -0.602, 0.788, 0.341, 0.250, 0.277, 0.389, -0.563, -0.321, -0.539, -0.361], "e_homo_ev": -10.4, "gap_ev": 10.89, "spin_multiplicity": 1, "e_above_lowest_ev": 5.031, "smiles": "[H]/N=C1\\CC(=O)ON1", "charge": 0}